10
Properties=species:S:1:pos:R:3:mulliken_charge:R:1 method="wB97M-V/def2-TZVPD" e_above_lowest_kj_mol=113.8 max_force_ev_per_a=4.38 gap_ev=11.999 e_lumo_ev=0.8733
C 1.076 0.227 -0.816 -0.616
O 0.467 0.026 0.407 -0.392
C -0.790 -0.390 0.531 0.392
O -1.510 0.545 1.186 -0.429
F -0.814 -1.643 1.210 -0.306
H 1.836 1.089 -0.824 0.227
H 0.301 0.451 -1.637 0.295
H 1.614 -0.606 -1.229 0.288
H -1.335 -0.709 -0.455 0.252
H -0.845 1.010 1.628 0.290